A 12-piece molecular cluster, C40H92N4O32S8 overall in a non-equilibrium geometry. Source: the Open Molecules 2025 dataset; level of theory: ωB97M-V with the def2-TZVPD basis set.

As for the total energy: -7390.90555 Ha. The HOMO energy comes out at -0.2814 Eh. The calculation puts the largest force on an atom at 4.193 eV/A. Its SMILES is O=S1(=O)OCCO1.O=S1(=O)OCCO1.O=S1(=O)OCCO1.O=S1(=O)OCCO1.O=S1(=O)OCCO1.O=S1(=O)OCCO1.O=S1(=O)OCCO1.O=S1(=O)OCCO1.CCN(CC)CC.CCN(CC)CC.CCN(CC)CC.CCN(CC)CC. The energy above the lowest of the compared OMol25 structures with the same formula, charge and spin is 761.83 kJ/mol. As for the total charge: 0. The value obtained for the HOMO-LUMO gap is 7.023 eV. Its molecular weight is 1397.71 g/mol.

Bonds (Å) are listed after each position.
Cartesian coordinates (Å):
1 C 1.090 4.738 5.374  C2 1.495, H8 1.090, H9 1.090, H10 1.090
2 C 1.255 4.263 3.966  C1 1.495, N3 1.485, H11 1.090, H12 1.090
3 N 2.371 3.287 3.886  C2 1.485, C4 1.500, C6 1.427
4 C 2.758 2.991 2.466  N3 1.500, C5 1.582, H13 1.090, H14 1.090
5 C 3.785 4.039 1.875  C4 1.582, H15 1.090, H16 1.090, H17 1.090
6 C 1.950 2.032 4.419  N3 1.427, C7 1.554, H18 1.090, H19 1.090
7 C 3.298 1.409 4.875  C6 1.554, H20 1.090, H21 1.090, H22 1.090
8 H 1.899 4.895 6.088  C1 1.090
9 H 0.436 4.084 5.951  C1 1.090
10 H 0.436 5.608 5.437  C1 1.090
11 H 0.347 3.778 3.610  C2 1.090
12 H 1.496 5.105 3.318  C2 1.090
13 H 3.302 2.048 2.403  C4 1.090
14 H 1.829 2.836 1.917  C4 1.090
15 H 4.531 4.338 2.611  C5 1.090
16 H 4.306 3.565 1.044  C5 1.090
17 H 3.244 4.825 1.348  C5 1.090
18 H 1.464 1.328 3.743  C6 1.090
19 H 1.174 2.118 5.180  C6 1.090
20 H 3.990 1.463 4.034  C7 1.090
21 H 3.296 0.356 5.155  C7 1.090
22 H 3.788 2.076 5.584  C7 1.090
23 C -1.957 -3.514 1.051  C24 1.508, H30 1.090, H31 1.090, H32 1.090
24 C -2.941 -3.804 2.157  C23 1.508, N25 1.498, H33 1.090, H34 1.090
25 N -4.199 -2.993 2.109  C24 1.498, C26 1.488, C28 1.491
26 C -5.184 -3.323 3.175  N25 1.488, C27 1.531, H35 1.090, H36 1.090
27 C -4.575 -2.771 4.466  C26 1.531, H37 1.090, H38 1.090, H39 1.090
28 C -5.065 -3.382 0.959  N25 1.491, C29 1.581, H40 1.090, H41 1.090
29 C -5.633 -2.129 0.179  C28 1.581, H42 1.090, H43 1.090, H44 1.090
30 H -0.887 -3.627 1.228  C23 1.090
31 H -1.980 -2.507 0.635  C23 1.090
32 H -2.174 -4.252 0.279  C23 1.090
33 H -3.001 -4.891 2.221  C24 1.090
34 H -2.321 -3.583 3.025  C24 1.090
35 H -6.157 -2.886 2.950  C26 1.090
36 H -5.269 -4.409 3.205  C26 1.090
37 H -3.557 -3.109 4.658  C27 1.090
38 H -4.447 -1.703 4.289  C27 1.090
39 H -5.135 -2.840 5.399  C27 1.090
40 H -5.846 -4.066 1.291  C28 1.090
41 H -4.407 -3.837 0.219  C28 1.090
42 H -6.147 -1.449 0.859  C29 1.090
43 H -6.276 -2.552 -0.592  C29 1.090
44 H -4.828 -1.596 -0.327  C29 1.090
45 C -4.510 -4.947 -5.230  C46 1.576, H52 1.090, H53 1.090, H54 1.090
46 C -3.299 -3.985 -5.533  C45 1.576, N47 1.508, H55 1.090, H56 1.090
47 N -2.725 -3.350 -4.292  C46 1.508, C48 1.547, C50 1.452
48 C -1.434 -4.045 -3.798  N47 1.547, C49 1.518, H57 1.090, H58 1.090
49 C -1.685 -5.441 -3.257  C48 1.518, H59 1.090, H60 1.090, H61 1.090
50 C -3.658 -2.908 -3.272  N47 1.452, C51 1.504, H62 1.090, H63 1.090
51 C -2.953 -1.873 -2.438  C50 1.504, H64 1.090, H65 1.090, H66 1.090
52 H -4.234 -5.923 -4.832  C45 1.090
53 H -4.791 -5.164 -6.261  C45 1.090
54 H -5.269 -4.472 -4.607  C45 1.090
55 H -2.570 -4.348 -6.257  C46 1.090
56 H -3.679 -3.159 -6.135  C46 1.090
57 H -0.873 -4.032 -4.732  C48 1.090
58 H -0.846 -3.389 -3.157  C48 1.090
59 H -2.461 -5.482 -2.492  C49 1.090
60 H -1.858 -6.171 -4.047  C49 1.090
61 H -0.790 -5.847 -2.787  C49 1.090
62 H -3.991 -3.708 -2.611  C50 1.090
63 H -4.549 -2.456 -3.707  C50 1.090
64 H -3.421 -0.936 -2.135  C51 1.090
65 H -2.315 -1.325 -3.131  C51 1.090
66 H -2.398 -2.216 -1.565  C51 1.090
67 C 0.588 -2.759 3.906  C68 1.543, H74 1.090, H75 1.090, H76 1.090
68 C 1.790 -2.486 4.833  C67 1.543, N69 1.507, H77 1.090, H78 1.090
69 N 2.961 -3.379 4.510  C68 1.507, C70 1.498, C72 1.451
70 C 3.953 -3.169 5.612  N69 1.498, C71 1.574, H79 1.090, H80 1.090
71 C 3.555 -3.999 6.889  C70 1.574, H81 1.090, H82 1.090, H83 1.090
72 C 3.441 -3.254 3.147  N69 1.451, C73 1.532, H84 1.090, H85 1.090
73 C 4.319 -2.014 2.951  C72 1.532, H86 1.090, H87 1.090, H88 1.090
74 H -0.089 -3.580 4.142  C67 1.090
75 H 0.925 -2.602 2.882  C67 1.090
76 H -0.083 -1.913 4.053  C67 1.090
77 H 2.130 -1.468 4.642  C68 1.090
78 H 1.382 -2.446 5.843  C68 1.090
79 H 4.213 -2.122 5.767  C70 1.090
80 H 4.844 -3.646 5.205  C70 1.090
81 H 3.145 -3.201 7.507  C71 1.090
82 H 4.471 -4.317 7.387  C71 1.090
83 H 2.911 -4.869 6.763  C71 1.090
84 H 4.040 -4.088 2.778  C72 1.090
85 H 2.674 -3.235 2.373  C72 1.090
86 H 5.277 -2.316 3.373  C73 1.090
87 H 4.534 -1.822 1.900  C73 1.090
88 H 3.808 -1.135 3.345  C73 1.090
89 C -2.818 0.365 1.036  C90 1.498, O95 1.396, H96 1.090, H97 1.090
90 C -3.871 0.353 2.101  C89 1.498, O91 1.394, H98 1.090, H99 1.090
91 O -4.961 0.978 1.496  C90 1.394, S92 1.719
92 S -4.523 1.940 0.141  O91 1.719, O93 1.481, O94 1.451, O95 1.650
93 O -4.849 3.381 0.252  S92 1.481
94 O -4.792 1.253 -1.109  S92 1.451
95 O -2.928 1.598 0.390  C89 1.396, S92 1.650
96 H -3.107 -0.406 0.322  C89 1.090
97 H -1.861 0.228 1.538  C89 1.090
98 H -3.436 0.837 2.975  C90 1.090
99 H -4.259 -0.638 2.336  C90 1.090
100 C 3.238 -4.373 -0.555  C101 1.510, O106 1.424, H107 1.090, H108 1.090
101 C 2.582 -4.199 -1.904  C100 1.510, O102 1.387, H109 1.090, H110 1.090
102 O 1.659 -5.226 -2.037  C101 1.387, S103 1.677
103 S 1.960 -6.496 -0.985  O102 1.677, O104 1.461, O105 1.457, O106 1.600
104 O 2.340 -7.708 -1.709  S103 1.461
105 O 0.938 -6.625 0.045  S103 1.457
106 O 3.297 -5.793 -0.457  C100 1.424, S103 1.600
107 H 2.619 -4.163 0.317  C100 1.090
108 H 4.074 -3.729 -0.281  C100 1.090
109 H 3.215 -4.029 -2.774  C101 1.090
110 H 2.024 -3.264 -1.848  C101 1.090
111 C 3.781 2.108 -3.513  C112 1.502, O117 1.446, H118 1.090, H119 1.090
112 C 5.050 2.790 -3.939  C111 1.502, O113 1.381, H120 1.090, H121 1.090
113 O 6.055 2.436 -3.061  C112 1.381, S114 1.685
114 S 5.488 1.894 -1.569  O113 1.685, O115 1.482, O116 1.473, O117 1.692
115 O 5.770 2.790 -0.423  S114 1.482
116 O 5.719 0.451 -1.381  S114 1.473
117 O 3.903 2.199 -2.075  C111 1.446, S114 1.692
118 H 3.551 1.095 -3.844  C111 1.090
119 H 2.886 2.612 -3.876  C111 1.090
120 H 5.066 3.880 -3.966  C112 1.090
121 H 5.031 2.540 -4.999  C112 1.090
122 C -2.207 4.086 1.979  C123 1.606, O128 1.447, H129 1.090, H130 1.090
123 C -2.096 5.551 1.331  C122 1.606, O124 1.449, H131 1.090, H132 1.090
124 O -2.736 6.365 2.345  C123 1.449, S125 1.637
125 S -2.865 5.636 3.805  O124 1.637, O126 1.434, O127 1.455, O128 1.644
126 O -4.201 5.164 4.023  S125 1.434
127 O -2.305 6.246 5.002  S125 1.455
128 O -1.838 4.443 3.332  C122 1.447, S125 1.644
129 H -1.444 3.450 1.529  C122 1.090
130 H -3.162 3.563 1.939  C122 1.090
131 H -2.652 5.708 0.407  C123 1.090
132 H -1.057 5.876 1.277  C123 1.090
133 C 0.828 0.645 -1.924  C134 1.587, O139 1.397, H140 1.090, H141 1.090
134 C -0.371 0.841 -0.903  C133 1.587, O135 1.424, H142 1.090, H143 1.090
135 O -0.173 -0.087 0.158  C134 1.424, S136 1.605
136 S 1.313 -0.680 0.285  O135 1.605, O137 1.441, O138 1.478, O139 1.641
137 O 1.335 -2.117 0.392  S136 1.441
138 O 2.051 0.232 1.182  S136 1.478
139 O 1.590 -0.343 -1.296  C133 1.397, S136 1.641
140 H 1.482 1.517 -1.946  C133 1.090
141 H 0.584 0.305 -2.931  C133 1.090
142 H -1.348 0.509 -1.254  C134 1.090
143 H -0.300 1.887 -0.603  C134 1.090
144 C -2.737 4.468 -2.456  C145 1.518, O150 1.379, H151 1.090, H152 1.090
145 C -2.726 4.973 -3.888  C144 1.518, O146 1.428, H153 1.090, H154 1.090
146 O -2.423 3.845 -4.710  C145 1.428, S147 1.676
147 S -1.580 2.662 -3.874  O146 1.676, O148 1.484, O149 1.473, O150 1.716
148 O -0.153 2.711 -4.281  S147 1.484
149 O -2.271 1.365 -3.769  S147 1.473
150 O -1.744 3.513 -2.393  C144 1.379, S147 1.716
151 H -3.671 4.127 -2.009  C144 1.090
152 H -2.420 5.343 -1.888  C144 1.090
153 H -2.051 5.806 -4.083  C145 1.090
154 H -3.733 5.259 -4.191  C145 1.090
155 C 3.440 6.192 -1.747  C156 1.536, O161 1.419, H162 1.090, H163 1.090
156 C 2.487 5.899 -2.916  C155 1.536, O157 1.353, H164 1.090, H165 1.090
157 O 1.542 5.061 -2.431  C156 1.353, S158 1.603
158 S 1.228 5.212 -0.867  O157 1.603, O159 1.456, O160 1.439, O161 1.724
159 O 1.279 3.908 -0.221  S158 1.456
160 O 0.038 6.006 -0.708  S158 1.439
161 O 2.612 6.203 -0.594  C155 1.419, S158 1.724
162 H 3.837 7.207 -1.747  C155 1.090
163 H 4.286 5.527 -1.577  C155 1.090
164 H 2.946 5.428 -3.785  C156 1.090
165 H 1.908 6.791 -3.159  C156 1.090
166 C 2.395 0.425 -7.201  C167 1.540, O172 1.381, H173 1.090, H174 1.090
167 C 1.440 1.288 -6.356  C166 1.540, O168 1.460, H175 1.090, H176 1.090
168 O 1.566 0.623 -5.063  C167 1.460, S169 1.728
169 S 1.798 -1.079 -5.253  O168 1.728, O170 1.484, O171 1.436, O172 1.676
170 O 0.472 -1.723 -5.422  S169 1.484
171 O 2.706 -1.549 -4.244  S169 1.436
172 O 2.419 -0.896 -6.798  C166 1.381, S169 1.676
173 H 3.439 0.727 -7.285  C166 1.090
174 H 1.847 0.301 -8.135  C166 1.090
175 H 0.400 1.177 -6.666  C167 1.090
176 H 1.617 2.362 -6.307  C167 1.090

Mulliken population analysis, charges in e, atoms 1 to 4: atom 1 (C): -1.670, atom 2 (C): -0.186, atom 3 (N): 0.227, atom 4 (C): 0.800


A 2-piece molecular cluster, C2H4O3 overall. Source: the Open Molecules 2025 dataset; level of theory: ωB97M-V with the def2-TZVPD basis set.

As for the total energy: -304.29067 Ha. The HOMO energy comes out at -0.3871 Eh. The calculation puts the largest force on an atom at 0.455 eV/A. Its SMILES is O=CO.C=O. The energy above the lowest of the compared OMol25 structures with the same formula, charge and spin is 133.94 kJ/mol. As for the total charge: 0. The value obtained for the HOMO-LUMO gap is 10.715 eV. Its molecular weight is 76.05 g/mol.

Bonds (Å) are listed after each position.
Cartesian coordinates (Å):
1 O -1.245 -0.436 2.859  C2 1.200
2 C -0.181 -0.915 2.581  O1 1.200, H3 1.106, H4 1.101
3 H -0.061 -1.510 1.656  C2 1.106
4 H 0.698 -0.777 3.229  C2 1.101
5 O -0.339 1.350 -2.069  C6 1.186
6 C 0.493 0.732 -1.493  O5 1.186, O7 1.354, H8 1.099
7 O 0.963 -0.448 -1.962  C6 1.354, H9 0.969
8 H 0.981 1.029 -0.554  C6 1.099
9 H 1.676 -0.762 -1.386  O7 0.969

natural (NBO) population analysis, charges in e, atoms 1 to 4: atom 1 (O): -0.480, atom 2 (C): 0.267, atom 3 (H): 0.103, atom 4 (H): 0.109


A 2-piece molecular cluster, C6H12N overall in a non-equilibrium geometry. Source: the Open Molecules 2025 dataset; level of theory: ωB97M-V with the def2-TZVPD basis set.

As for the total energy: -290.06721 Ha. The HOMO energy (alpha / beta) comes out at -0.4463 / -0.4884 Eh. The calculation puts the largest force on an atom at 4.189 eV/A. The energy above the lowest of the compared OMol25 structures with the same formula, charge and spin is 668.72 kJ/mol. As for the total charge: +1. The value obtained for the HOMO-LUMO gap (alpha / beta) is 6.326 / 8.865 eV. Its molecular weight is 98.17 g/mol.

Bonds (Å) are listed after each position.
Cartesian coordinates (Å):
1 C -0.107 0.845 0.377  C4 1.515, N7 1.222
2 C 1.921 -0.642 0.064  C3 1.500, N7 1.393, H8 1.115, H9 1.124
3 C 2.486 0.740 0.209  C2 1.500, N7 1.496, H10 1.081, H11 1.113
4 C -0.410 2.301 0.661  C1 1.515, H12 1.112, H13 1.119, H14 1.141
5 C -2.056 -1.834 -1.074  C6 1.448, H15 1.125, H16 1.052, H17 1.160
6 C -1.728 -1.539 0.305  C5 1.448, H18 1.098, H19 1.042
7 N 1.030 0.404 0.290  C1 1.222, C2 1.393, C3 1.496
8 H 2.086 -1.318 -0.808  C2 1.115
9 H 2.049 -1.347 0.929  C2 1.124
10 H 2.704 1.298 1.109  C3 1.081
11 H 2.802 1.227 -0.740  C3 1.113
12 H 0.163 2.851 1.439  C4 1.112
13 H -1.455 2.613 0.409  C4 1.119
14 H 0.129 2.844 -0.186  C4 1.141
15 H -3.114 -1.461 -1.155  C5 1.125
16 H -1.930 -2.827 -1.399  C5 1.052
17 H -1.386 -1.217 -1.793  C5 1.160
18 H -2.253 -0.755 0.867  C6 1.098
19 H -0.931 -2.183 0.495  C6 1.042

natural (NBO) population analysis, charges in e, atoms 1 to 4: atom 1 (C): 0.416, atom 2 (C): -0.236, atom 3 (C): -0.240, atom 4 (C): -0.771


A 2-piece molecular cluster, C3H9IN4O2 overall in a non-equilibrium geometry. Source: the Open Molecules 2025 dataset; level of theory: ωB97M-V with the def2-TZVPD basis set.

As for the total energy: -786.76335 Ha. The HOMO energy comes out at -0.3445 Eh. The calculation puts the largest force on an atom at 3.025 eV/A. Its SMILES is C/C(I)=N/NN.NOC=O. The energy above the lowest of the compared OMol25 structures with the same formula, charge and spin is 0.00 kJ/mol. As for the total charge: 0. The value obtained for the HOMO-LUMO gap is 9.419 eV. Its molecular weight is 260.03 g/mol.

Bonds (Å) are listed after each position.
Cartesian coordinates (Å):
1 C 1.685 1.212 1.581  C3 1.437, H11 1.078, H12 1.108, H13 1.055
2 C -2.037 -1.610 1.025  O8 1.194, O9 1.362, H14 1.160
3 C 1.022 0.938 0.336  C1 1.437, N4 1.250, I10 2.290
4 N 1.004 -0.129 -0.315  C3 1.250, N5 1.361
5 N 0.554 -0.419 -1.566  N4 1.361, N6 1.421, H19 1.067
6 N 1.355 -1.338 -2.294  N5 1.421, H15 1.031, H16 0.970
7 N -2.423 0.275 -0.206  O9 1.445, H17 1.013, H18 0.965
8 O -1.550 -2.326 1.848  C2 1.194
9 O -2.027 -0.250 1.081  C2 1.362, N7 1.445
10 I 0.391 2.959 -0.536  C3 2.290
11 H 2.395 2.023 1.557  C1 1.078
12 H 0.892 1.487 2.304  C1 1.108
13 H 2.147 0.360 1.996  C1 1.055
14 H -2.476 -1.964 0.011  C2 1.160
15 H 1.348 -2.332 -2.022  N6 1.031
16 H 2.263 -1.059 -2.096  N6 0.970
17 H -1.710 0.951 -0.453  N7 1.013
18 H -3.246 0.765 -0.090  N7 0.965
19 H 0.414 0.456 -2.160  N5 1.067

natural (NBO) population analysis, charges in e, atoms 1 to 4: atom 1 (C): -0.702, atom 2 (C): 0.646, atom 3 (C): 0.251, atom 4 (N): -0.271